Entry from OMol25: an isolated molecule of C5H12N2 in a non-equilibrium geometry (ωB97M-V/def2-TZVPD).

Summary:
Gap between HOMO and LUMO in eV: 7.960
Energy relative to the best compared isomer or geometry (same formula, charge and spin) in kcal/mol: 59.7
SMILES: CCC/C(N)=C/N
Net charge: 0
LUMO in eV: 1.0

XYZ file:
```
19
Properties=species:S:1:pos:R:3:lowdin_charge:R:1
C 1.01371 1.25802 1.07235 -0.1094
C 1.65506 0.45837 -0.17260 -0.2868
C 1.07314 -0.87797 -0.44963 -0.2088
C -0.41125 -0.84322 -0.29540 -0.3990
N -0.85481 -1.70587 0.67846 0.1047
C -1.11172 0.09317 -1.03936 -0.1573
N -2.50131 0.43052 -0.67448 -0.0032
H -0.09228 1.46551 0.67384 0.0731
H 1.39599 2.42067 1.13838 0.1139
H 0.98550 0.56213 1.92771 0.0589
H 2.76963 0.57650 0.06533 0.1174
H 1.51522 1.05231 -1.05004 0.0720
H 1.28655 -1.21299 -1.42031 0.0960
H 1.61497 -1.51156 0.27545 0.1228
H -0.45504 -2.57904 0.64642 0.0536
H -1.79711 -1.72416 1.08584 0.0959
H -0.55884 0.65834 -1.77635 0.1028
H -2.80659 0.11072 0.31333 0.0983
H -2.72080 1.36856 -0.99892 0.0550
```

---

Entry from OMol25: a cluster of 2 separate species, C5H12N2 in total in a non-equilibrium geometry (ωB97M-V/def2-TZVPD).

Summary:
Gap between HOMO and LUMO in eV: 10.661
Energy relative to the best compared isomer or geometry (same formula, charge and spin) in kcal/mol: 53.5
SMILES: [H]/N=C/CC.[H]/N=C\C
Net charge: 0
LUMO in eV: 1.1

XYZ file:
```
19
Properties=species:S:1:pos:R:3:lowdin_charge:R:1
H -0.08134 1.09991 2.38705 0.0580
N -0.49508 0.80151 1.50529 0.0814
C -0.28545 -0.40953 1.21645 -0.2705
C -1.34769 -1.20666 0.29374 -0.2247
C -2.21945 -0.29914 -0.54288 -0.1312
H 0.19126 -1.11877 1.90972 0.1041
H -0.75598 -1.89431 -0.31421 0.0857
H -1.92514 -1.81053 0.99536 0.0996
H -3.06037 0.05651 0.05177 0.0719
H -1.68960 0.58711 -0.88169 0.0564
H -2.57385 -0.80840 -1.43633 0.0676
H 3.16620 -0.60258 0.10541 0.0490
N 2.25901 -0.92218 -0.23835 0.0817
C 1.46181 -0.03854 -0.71033 -0.3482
C 1.63033 1.45614 -0.70846 -0.0881
H 0.83312 -0.38948 -1.53534 0.1076
H 1.82377 1.83634 -1.70973 0.0748
H 2.38692 1.76431 0.01159 0.0740
H 0.68154 1.89827 -0.39906 0.0510
```

---

Entry from OMol25: an isolated molecule of C5H12N2 (ωB97M-V/def2-TZVPD).

Summary:
Gap between HOMO and LUMO in eV: 10.020
Energy relative to the best compared isomer or geometry (same formula, charge and spin) in kcal/mol: 30.4
SMILES: C=CCCNCN
Net charge: 0
LUMO in eV: 1.2

XYZ file:
```
19
Properties=species:S:1:pos:R:3:lowdin_charge:R:1
C 1.13067 1.83490 -2.00412 -0.0001
C -0.01941 1.78045 -1.34820 -0.2004
C -0.93856 0.59642 -1.35077 -0.2142
C -0.63973 -0.53822 -0.36358 -0.2513
N -0.33514 -0.01494 0.95790 -0.0772
C -0.23780 -1.02373 1.98363 -0.3341
N 0.92894 -1.88815 1.85721 0.0095
H 1.74006 2.72177 -2.05112 0.0479
H 1.46399 0.95679 -2.53992 0.0594
H -0.38088 2.65610 -0.82380 0.0952
H -0.99369 0.15765 -2.34761 0.1069
H -1.97107 0.92102 -1.18661 0.1056
H 0.16173 -1.17751 -0.75383 0.1077
H -1.55109 -1.13884 -0.30406 0.1121
H 0.52060 0.52710 0.90624 0.1007
H -1.14445 -1.62150 1.91155 0.1093
H -0.28240 -0.51105 2.94944 0.1034
H 1.76989 -1.45349 2.20623 0.0598
H 0.77837 -2.78477 2.30142 0.0598
```

---

Entry from OMol25: a cluster of 2 separate species, C5H12N2 in total in a non-equilibrium geometry (ωB97M-V/def2-TZVPD).

Summary:
Gap between HOMO and LUMO in eV: 7.415
Energy relative to the best compared isomer or geometry (same formula, charge and spin) in kcal/mol: 108.9
SMILES: CC#CN.CNC
Net charge: 0
LUMO in eV: 0.8

XYZ file:
```
19
Properties=species:S:1:pos:R:3:lowdin_charge:R:1
C -2.77911 0.63307 1.07032 -0.1547
C -1.60727 0.53671 0.17582 -0.1306
C -0.38193 0.85411 0.20106 -0.2470
N 0.44282 1.89705 0.58728 0.0702
H -3.50527 -0.14275 0.81665 0.0459
H -3.26662 1.60345 0.92790 0.0637
H -2.49506 0.54845 2.12355 0.0703
H 1.15930 1.66094 1.26066 0.0781
H 0.78825 2.46560 -0.17494 0.0810
C 0.77008 -1.87975 0.05872 -0.0988
N 0.57649 -0.69727 -0.77793 -0.2209
C 1.81115 -0.18030 -1.35741 -0.1170
H 1.25442 -1.58884 0.99696 0.0839
H -0.20275 -2.31810 0.27387 0.0795
H 1.37974 -2.62815 -0.44869 0.0741
H -0.32210 -0.61085 -1.25894 0.0901
H 2.46346 0.18322 -0.55558 0.0784
H 1.56695 0.63474 -2.03646 0.0828
H 2.34745 -0.97134 -1.88284 0.0709
```